The following is a DFT calculation (ωB97M-V/def2-TZVPD) of a molecular structure, C32H24AsF6FeGeNO5S.

Summary:
- LUMO (alpha / beta): 4.29 / 4.29 eV
- ⟨S²⟩: 6.01

Structure (ORCA input):
```
! RIJCOSX wB97M-V def2-TZVPD def2/J DEFGRID3
* xyz -2 5
Fe -1.909 -0.619 -0.895
O -2.495 -0.473 1.077
N -3.013 -1.506 1.688
C -3.046 -1.462 3.037
C -3.584 -2.480 3.778
C -4.112 -3.586 3.108
C -4.062 -3.619 1.736
C -3.499 -2.575 0.980
S -3.394 -2.598 -0.726
H -2.607 -0.560 3.439
H -3.588 -2.403 4.856
H -4.550 -4.410 3.657
H -4.453 -4.459 1.180
O -0.329 -0.268 -4.734
C -0.475 -0.638 -3.567
O -1.455 -0.305 -2.820
C 0.630 -1.528 -2.977
C 1.411 -2.191 -3.924
C 2.395 -3.124 -3.603
C 2.557 -3.367 -2.259
O 3.447 -4.229 -1.638
C 3.412 -3.820 -0.273
O 2.200 -3.141 -0.048
C 1.804 -2.713 -1.316
C 0.836 -1.751 -1.588
H 1.205 -1.946 -4.957
H 2.988 -3.625 -4.357
H 4.259 -3.142 -0.081
H 3.465 -4.701 0.366
H 0.295 -1.653 0.457
C 0.167 -1.076 -0.463
Ge 0.838 0.670 0.039
C 2.813 0.865 0.109
C 3.616 0.170 -0.800
C 4.999 0.308 -0.794
C 5.609 1.151 0.126
C 4.827 1.853 1.033
C 3.445 1.708 1.021
C 0.296 2.084 -1.219
C 0.893 2.013 -2.481
C 0.587 2.921 -3.480
C -0.320 3.942 -3.231
C -0.920 4.034 -1.984
C -0.611 3.115 -0.989
C 0.273 0.936 1.909
C -0.841 1.667 2.319
C -1.189 1.756 3.662
C -0.438 1.098 4.626
C 0.660 0.341 4.236
C 1.007 0.269 2.893
H 3.159 -0.494 -1.526
H 5.597 -0.242 -1.511
H 6.688 1.262 0.134
H 5.294 2.516 1.754
H 2.849 2.260 1.741
H 1.588 1.211 -2.710
H 1.031 2.805 -4.462
H -0.583 4.643 -4.014
H -1.666 4.793 -1.788
H -1.136 3.198 -0.048
H -1.496 2.133 1.597
H -2.068 2.325 3.941
H -0.714 1.162 5.673
H 1.246 -0.195 4.974
H 1.868 -0.327 2.606
F -3.152 1.331 -0.874
As -4.542 2.281 -0.358
F -3.944 3.607 -1.306
F -5.886 3.267 0.162
F -5.448 1.710 -1.714
F -5.126 0.969 0.603
F -3.601 2.854 0.997
*
```


The following is a DFT calculation (ωB97M-V/def2-TZVPD) of a molecular structure, C32H24ClN4O7ReS.

Summary:
- LUMO (alpha / beta): -4.69 / -4.53 eV
- ⟨S²⟩: 0.88

Structure (ORCA input):
```
! RIJCOSX wB97M-V def2-TZVPD def2/J DEFGRID3
* xyz 1 2
Re -3.577 -0.281 0.672
Cl 2.177 1.984 4.560
C 0.728 1.342 3.867
C -0.148 0.604 4.668
C -1.338 0.159 4.143
C -1.670 0.413 2.820
O -2.947 0.070 2.422
C -0.761 1.082 2.005
C -1.075 1.422 0.632
N -2.341 1.243 0.183
C -2.873 2.128 -0.808
C -2.199 3.021 -1.575
C -2.899 3.857 -2.488
C -4.251 3.794 -2.602
C -4.969 2.868 -1.802
C -6.369 2.710 -1.829
C -6.988 1.788 -1.016
C -6.214 0.990 -0.188
N -4.880 1.105 -0.136
C -4.259 2.049 -0.931
C 0.428 1.574 2.559
H 0.106 0.413 5.707
H -2.056 -0.385 4.751
H -0.512 2.234 0.193
H -1.114 3.100 -1.514
H -2.336 4.559 -3.095
H -4.788 4.435 -3.296
H -6.956 3.323 -2.511
H -8.062 1.658 -1.021
H -6.663 0.229 0.443
H 1.096 2.190 1.954
O -3.180 -6.240 -0.995
C -3.223 -5.066 -0.821
C -2.063 -4.140 -0.393
O -0.886 -4.343 -0.544
C -2.740 -2.913 0.060
C -3.990 -2.886 -0.347
O -4.636 -1.693 -0.165
C -4.458 -4.148 -0.942
O -5.522 -4.429 -1.410
O -2.266 -1.815 0.668
C 4.754 1.564 1.678
C 4.825 0.098 1.253
C 3.513 -0.649 1.455
N 2.424 -0.126 0.588
C 1.616 -0.773 -0.237
S 0.161 -0.066 -0.812
N 1.913 -2.029 -0.668
C 3.170 -2.652 -0.964
O 3.278 -3.836 -0.794
C 4.251 -1.813 -1.561
C 5.558 -2.271 -1.437
C 6.601 -1.549 -1.998
C 6.331 -0.378 -2.703
C 5.019 0.060 -2.852
C 3.979 -0.657 -2.278
H 5.724 2.048 1.545
H 4.474 1.662 2.732
H 4.029 2.131 1.074
H 5.584 -0.422 1.843
H 5.125 0.033 0.208
H 3.183 -0.530 2.489
H 3.634 -1.710 1.273
H 2.133 0.809 0.786
H 1.126 -2.677 -0.720
H 5.739 -3.194 -0.894
H 7.624 -1.900 -1.893
H 7.144 0.188 -3.149
H 4.807 0.957 -3.424
H 2.954 -0.322 -2.419
*
```


- The highest ⟨S²⟩ belongs to which entry?
  C32H24AsF6FeGeNO5S


- What is the ⟨S²⟩ in the second record?
  0.88


- Which of these has the highest ⟨S²⟩?
  C32H24AsF6FeGeNO5S